(1)
# C25H36N2O2S

An isolated molecule of C25H36N2O2S (wB97M-V/def2-TZVPD, the Open Molecules 2025 dataset).

Last column: Mulliken charge in e.
Atoms and positions in Å:
C (-2.66, 4.38, -5.60)  -0.77
O (-3.28, 4.87, -4.44)  -0.45
C (-3.57, 4.00, -3.43)  0.68
C (-4.16, 4.56, -2.30)  -0.63
C (-4.49, 3.75, -1.23)  -0.74
C (-4.23, 2.39, -1.27)  -0.48
C (-3.63, 1.82, -2.39)  0.26
C (-3.32, 0.35, -2.44)  -2.07
C (-1.94, -0.04, -1.86)  2.61
C (-0.84, 0.70, -2.64)  -1.16
O (0.47, 0.46, -2.21)  -0.65
C (-1.81, -1.57, -1.98)  -1.40
C (-0.61, -2.11, -1.21)  -0.95
C (-0.61, -1.60, 0.22)  0.11
N (-0.64, -0.15, 0.23)  0.65
C (-0.41, 0.40, 1.56)  -1.04
C (0.98, 0.12, 2.01)  -0.14
C (2.14, 0.49, 1.41)  -0.15
C (3.29, 0.01, 2.07)  -0.92
C (3.00, -0.75, 3.17)  1.12
C (3.95, -1.45, 4.09)  -1.64
N (4.37, -2.79, 3.73)  0.29
C (3.37, -3.84, 3.77)  -1.16
C (2.61, -4.05, 2.46)  0.71
C (3.59, -4.29, 1.32)  -0.93
C (4.55, -3.10, 1.24)  -0.20
C (5.26, -2.93, 2.59)  -0.96
S (1.29, -0.85, 3.41)  -0.16
C (-1.87, 0.34, -0.37)  -2.05
C (-3.31, 2.64, -3.47)  -0.18
H (-3.30, 3.65, -6.12)  0.31
H (-2.52, 5.24, -6.25)  0.24
H (-1.69, 3.93, -5.38)  0.32
H (-4.35, 5.62, -2.29)  0.44
H (-4.96, 4.18, -0.36)  0.38
H (-4.51, 1.77, -0.44)  0.43
H (-4.09, -0.19, -1.88)  0.63
H (-3.36, 0.01, -3.47)  0.51
H (-1.05, 1.78, -2.57)  0.38
H (-0.88, 0.41, -3.69)  0.44
H (0.44, 0.42, -1.24)  0.36
H (-1.73, -1.85, -3.04)  0.45
H (-2.72, -2.03, -1.58)  0.44
H (0.32, -1.80, -1.70)  0.32
H (-0.63, -3.20, -1.21)  0.53
H (0.29, -1.93, 0.73)  -0.37
H (-1.48, -2.01, 0.76)  0.30
H (-1.13, 0.00, 2.30)  0.43
H (-0.56, 1.49, 1.50)  0.43
H (2.18, 1.09, 0.52)  0.49
H (4.29, 0.22, 1.75)  0.47
H (3.49, -1.53, 5.09)  0.43
H (4.86, -0.85, 4.18)  0.43
H (2.67, -3.61, 4.58)  0.40
H (3.89, -4.77, 4.02)  0.33
H (1.99, -3.18, 2.23)  -0.74
H (1.94, -4.91, 2.57)  0.45
H (3.06, -4.40, 0.37)  0.41
H (4.16, -5.20, 1.51)  0.35
H (4.00, -2.20, 0.99)  0.05
H (5.30, -3.27, 0.46)  0.39
H (5.92, -2.06, 2.56)  0.35
H (5.88, -3.81, 2.78)  0.39
H (-1.90, 1.43, -0.28)  0.57
H (-2.75, -0.07, 0.15)  0.25
H (-2.86, 2.18, -4.34)  0.41

Values from the calculation:
SMILES	COc1cccc(C[C@]2(CO)CCCN(Cc3ccc(CN4CCCCC4)s3)C2)c1
energy above the lowest of the compared OMol25 structures with the same formula, charge and spin	6.83	kcal per mole
spin multiplicity	1
total charge	0



(2)
# H26NeO13

A structure of composition H26NeO13 at a distorted geometry (wB97M-V/def2-TZVPD, the Open Molecules 2025 dataset).

Last column: Mulliken charge in e.
Atoms and positions in Å:
Ne (-0.02, -0.29, 0.31)  0.03
O (0.71, 2.74, -1.10)  -0.65
H (1.47, 2.76, -1.68)  0.31
H (1.07, 2.57, -0.23)  0.23
O (-1.34, 1.59, 2.39)  -0.56
H (-2.00, 1.67, 3.08)  0.28
H (-1.22, 2.49, 2.08)  0.27
O (2.87, 2.69, 1.24)  -0.65
H (2.71, 1.80, 0.94)  0.34
H (3.28, 2.59, 2.10)  0.29
O (-2.64, -2.05, 2.58)  -0.65
H (-2.49, -1.23, 3.04)  0.26
H (-3.20, -1.81, 1.83)  0.43
O (-0.52, 1.63, -3.39)  -0.57
H (0.04, 2.04, -2.73)  0.40
H (-0.04, 1.74, -4.21)  0.28
O (0.24, -0.52, 3.69)  -0.60
H (-0.13, 0.15, 3.11)  0.32
H (0.08, -0.19, 4.58)  0.28
O (3.07, 0.15, -0.11)  -0.66
H (3.96, -0.15, -0.28)  0.28
H (2.71, 0.33, -0.98)  0.43
O (-3.88, -0.93, 0.52)  -0.66
H (-4.83, -1.07, 0.50)  0.31
H (-3.78, -0.01, 0.26)  0.36
O (2.50, 0.30, -2.72)  -0.63
H (1.95, -0.20, -3.31)  0.28
H (3.11, 0.77, -3.29)  0.28
O (-0.98, -2.15, -2.70)  -0.63
H (-0.31, -2.61, -2.19)  0.35
H (-1.80, -2.32, -2.23)  0.28
O (-3.16, 1.67, -0.09)  -0.72
H (-3.33, 1.68, -1.03)  0.33
H (-2.22, 1.55, -0.01)  0.32
O (0.70, -3.91, -1.30)  -0.68
H (0.47, -4.61, -0.68)  0.30
H (1.00, -3.19, -0.75)  0.41
O (1.92, -2.10, 0.61)  -0.66
H (2.10, -1.16, 0.65)  0.34
H (1.93, -2.38, 1.53)  0.31

Values from the calculation:
energy above the lowest of the compared OMol25 structures with the same formula, charge and spin	29.35	kcal per mole
spin multiplicity	1
total charge	0



| no. | energy (a.u.) | HOMO-LUMO gap (eV) |
| --- | --- | --- |
| 1 | -1632.38790 | 8.659 |
| 2 | -1122.65332 | 10.064 |